# 1
Density functional theory data (the ωB97M-V functional and the def2-TZVPD basis) for a cluster of 2 separate species, C4H7ClO in total in a non-equilibrium geometry.

Results
Max |F| (eV/A): 2.77
Kohn-Sham gap (spin up / spin down) (eV): 6.2 / 7.0
Energy above the lowest of the compared OMol25 structures with the same formula, charge and spin (kcal per mole): 11.9
E_LUMO (spin up / spin down) (eV): 0.140 / -2.726
M (u): 106.552
Highest occupied orbital energy (spin up / spin down) (eV): -6.10 / -9.68
Spin multiplicity: 3

```
13
Properties=species:S:1:pos:R:3:forces:R:3
C -0.846942 -1.778813 0.247050 -0.5 -0.9 0.2
C -0.275953 -0.755066 -0.382518 1.2 1.3 0.5
C 0.838425 1.502049 -0.123247 0.4 0.0 0.1
C 0.749375 0.061207 0.225226 -2.8 -0.1 0.1
O 2.395963 -0.670412 -0.589824 1.9 0.0 -0.3
Cl 3.702456 0.125619 -0.020615 0.2 -0.6 -0.3
H -1.642842 -2.349792 -0.197189 -0.1 -0.2 -0.1
H -0.536876 -2.067308 1.236488 0.1 0.0 0.3
H -0.589448 -0.469020 -1.375463 -0.2 0.1 -0.2
H 0.464187 1.689853 -1.126507 0.0 0.1 -0.1
H 0.251946 2.077742 0.595600 -0.1 0.2 -0.1
H 1.870683 1.849381 -0.049081 -0.2 0.3 -0.1
H 1.023098 -0.197904 1.241912 0.1 -0.1 0.0
```
Forces are in eV/Å.

***

# 2
Density functional theory data (the ωB97M-V functional and the def2-TZVPD basis) for the molecule C4H7ClSi in a non-equilibrium geometry.

Results
Max |F| (eV/A): 5.42
Kohn-Sham gap (eV): 10.9
Energy above the lowest of the compared OMol25 structures with the same formula, charge and spin (kcal per mole): 0.2
E_LUMO (eV): 0.740
SMILES string: C=C[SiH](Cl)C=C
M (u): 118.639
Highest occupied orbital energy (eV): -10.12

```
13
Properties=species:S:1:pos:R:3:forces:R:3
C 1.083787 -1.452754 1.816330 -0.5 3.1 -4.4
C 0.642817 -0.176752 1.585045 0.6 -1.0 -1.5
Si 0.639873 0.746452 -0.187718 0.4 -1.5 1.3
Cl 0.884029 2.742950 -0.085021 0.1 1.4 0.6
C -1.024057 0.688388 -1.065172 -0.5 -0.1 -0.9
C -1.617512 -0.170635 -1.914776 1.1 0.9 1.1
H 0.942290 -1.838509 2.755139 0.1 -1.4 2.0
H 1.448820 -1.989728 0.893997 -0.2 0.0 1.6
H 0.257638 0.356290 2.425810 -0.4 0.5 0.5
H 1.992646 0.473140 -0.766700 -0.7 -0.7 -0.3
H -1.584930 1.622718 -0.934972 0.1 -0.3 0.7
H -2.646650 -0.040837 -2.216743 0.1 0.0 -0.3
H -1.018750 -0.960722 -2.305220 -0.1 -1.0 -0.2
```
Forces are in eV/Å.

***

# 3
Density functional theory data (the ωB97M-V functional and the def2-TZVPD basis) for a structure of composition C4H7CsMgO2 in a non-equilibrium geometry.

Results
Max |F| (eV/A): 5.66
Net charge: +2
Kohn-Sham gap (spin up / spin down) (eV): 8.6 / 4.7
E_LUMO (spin up / spin down) (eV): -7.581 / -8.548
M (u): 244.308
Highest occupied orbital energy (spin up / spin down) (eV): -16.22 / -13.28

```
15
Properties=species:S:1:pos:R:3:forces:R:3
O 0.429831 -1.022394 -1.729154 -1.2 3.9 -2.3
C 0.096481 0.256553 -2.138235 0.4 -3.9 4.1
C 1.001102 1.231026 -1.795339 1.1 0.8 -2.7
Cs 2.184352 -1.777721 -4.618966 0.0 -0.1 0.0
Mg -2.005432 -2.151569 0.996272 -0.4 0.0 -0.3
H -0.963614 0.539412 -2.184451 0.2 -0.5 -0.7
H 2.071577 1.008277 -1.877714 -0.4 0.0 0.9
H 0.738010 2.268991 -1.998249 -0.1 -0.1 0.6
C -0.138679 -0.380377 1.982653 0.3 2.4 3.9
C -1.388657 0.094941 1.577496 -0.9 -1.1 -1.6
O 0.118884 0.079593 3.209768 -0.3 -0.3 0.3
H 0.734971 -1.040810 1.879925 -0.6 0.1 -2.6
H -2.250784 0.188360 2.247594 1.2 0.2 1.3
H -1.601959 0.925974 0.905643 0.6 -1.0 -1.4
H 0.973916 -0.220258 3.542757 0.1 -0.3 0.5
```
Forces are in eV/Å.